Record 1
The following is a quantum chemistry calculation of C35H29N3O5PtS2 as an isolated structure, from the OMol25 dataset.

## Properties
**E_LUMO**: -1.54 eV
**ΔE to the lowest compared entry with this formula, charge and spin**: 240.9 kJ/mol
**Kohn-Sham gap**: 0.2376 Eh
**HOMO**: -8.0 eV

```
75
Properties=species:S:1:pos:R:3:forces:R:3
Pt 0.69208 -0.24387 -0.06739 -0.5537 -2.8154 -1.9854
C -1.98971 -2.31371 2.30500 0.0777 -0.0660 -0.0382
C -1.95174 -2.48593 0.82874 0.0007 -0.1398 -0.1230
N -1.23199 -1.78423 -0.02676 0.2132 -0.0872 0.6571
C -1.50453 -2.26238 -1.27472 -0.0020 0.1458 -0.0429
C -2.41112 -3.27757 -1.18652 0.0036 -0.0409 -0.0263
N -2.67834 -3.40242 0.15316 0.0223 -0.0038 -0.0081
C -3.04718 -4.20946 -2.15133 -0.0681 0.0507 0.0644
O -2.83344 -3.97654 -3.42369 0.0419 -0.0132 -0.0779
O -3.72703 -5.11750 -1.72976 -0.0275 0.0289 -0.0132
C -0.83665 -1.63889 -2.44418 0.0368 0.1404 -0.0045
O -1.23476 -1.91736 -3.58189 0.1082 -0.1519 0.0214
O 0.12392 -0.83951 -2.17648 -0.8996 0.7399 0.0327
H -1.20987 -1.61328 2.59838 0.0107 -0.0030 -0.0052
H -1.81536 -3.26538 2.80860 -0.0080 0.0148 0.0112
H -2.96335 -1.93341 2.62207 0.0043 -0.0125 0.0152
H -3.30640 -4.10353 0.51719 0.0079 -0.0094 0.0095
H -2.23124 -3.17653 -3.56535 -0.0137 0.0178 0.0383
C -3.29029 5.95610 -1.69927 0.0715 -0.0893 0.0386
C -3.08604 4.68466 -0.92058 -0.0396 0.0587 -0.0142
C -3.83834 3.55027 -1.19558 -0.0097 -0.0274 0.0344
C -3.64189 2.37527 -0.47869 0.0361 -0.0550 -0.0222
C -2.67586 2.34423 0.51003 -0.0062 0.0178 -0.0750
C -1.90060 3.46244 0.79405 -0.0036 -0.0281 0.0222
C -2.11584 4.62495 0.08290 -0.0755 0.0013 0.0781
S -2.37954 0.83114 1.40221 0.1402 0.3685 -0.0818
C -3.07663 1.38237 2.95835 0.0244 -0.1413 0.1596
O -0.88846 0.78576 1.66425 -0.0086 -0.2279 -0.3365
H -4.10310 5.85170 -2.41578 0.0010 0.0334 -0.0014
H -2.38186 6.21810 -2.24628 -0.0182 0.0106 -0.0049
H -3.51974 6.78617 -1.02976 -0.0110 0.0094 -0.0225
H -4.57861 3.57775 -1.98596 -0.0160 0.0033 0.0268
H -4.22751 1.48885 -0.69504 0.0229 0.0144 -0.0485
H -1.11772 3.39669 1.54043 0.0096 0.0219 -0.0254
H -1.51598 5.50122 0.29956 0.0080 -0.0157 -0.0330
H -2.58117 2.30402 3.25785 -0.0113 0.0003 -0.0067
H -2.90615 0.60306 3.70086 0.0004 -0.0045 -0.0380
H -4.14574 1.53888 2.81656 0.0165 0.0343 -0.0014
C 0.64184 4.23367 -1.69706 0.0164 -0.0210 -0.0524
C 1.55639 3.90108 -0.70908 -0.0730 0.0031 -0.0189
C 1.62874 2.59508 -0.23644 -0.0499 0.1486 0.0992
C 0.76982 1.64169 -0.74099 0.7377 0.2884 0.3218
C -0.16081 1.95919 -1.72010 -0.1031 -0.0368 -0.1634
C -0.21124 3.26273 -2.20098 0.1314 0.0435 0.0746
H 0.59559 5.24670 -2.07773 0.0161 -0.0051 -0.0035
H 2.22397 4.65168 -0.30491 0.0205 -0.0150 -0.0126
H 2.35922 2.34379 0.51537 -0.0531 -0.0148 0.0531
H -0.82259 1.21732 -2.14050 0.0329 -0.0148 0.0032
H -0.92227 3.51142 -2.97868 -0.0236 -0.0325 0.0083
N 4.45612 -4.60852 8.05218 -0.0198 0.0139 -0.0379
C 4.02505 -4.09020 7.12124 -0.0464 0.0360 -0.0688
C 3.48422 -3.43258 5.95771 0.0584 -0.0394 0.0847
C 3.97745 -3.74172 4.69196 0.0233 -0.0048 -0.0014
C 3.46822 -3.09809 3.57990 0.0243 -0.0228 0.0245
C 2.45529 -2.14573 3.71862 -0.0963 -0.0400 -0.1327
C 1.97028 -1.83971 4.99193 0.0060 0.0101 0.0396
C 2.48070 -2.47822 6.10640 0.0033 0.0293 0.0205
C 1.91078 -1.50452 2.55739 0.0430 -0.1894 0.0941
C 1.45474 -1.02534 1.54517 0.4216 1.6528 0.6358
H 4.75905 -4.48258 4.59267 0.0000 0.0123 -0.0270
H 3.84735 -3.32333 2.59239 -0.0121 -0.0128 0.0058
H 1.19799 -1.08940 5.09628 -0.0148 -0.0260 -0.0016
H 2.11212 -2.24335 7.09566 -0.0101 0.0132 -0.0113
S 2.56924 -1.06613 -1.19801 -0.2779 0.6520 0.5369
C 3.88380 0.10314 -1.05251 0.0090 0.0233 0.3597
C 4.70018 0.29599 -2.16400 -0.0693 0.0144 -0.0665
C 5.77698 1.16960 -2.09421 0.0021 -0.1167 -0.0066
C 6.05448 1.84672 -0.91716 0.0208 0.0353 -0.0120
C 5.24142 1.65562 0.19237 -0.0092 0.0210 0.0178
C 4.16057 0.79239 0.12731 0.1759 -0.2093 0.0078
H 4.48120 -0.23661 -3.08135 -0.0105 0.0601 -0.0180
H 6.39818 1.32055 -2.96782 0.0059 -0.0193 0.0089
H 6.90283 2.51681 -0.86458 -0.0260 0.0195 0.0074
H 5.45564 2.17922 1.11621 -0.0134 -0.0058 0.0000
H 3.52596 0.62411 0.98794 0.0746 -0.0302 0.0578
```
Positions in Å, forces in eV/Å.


Record 2
The following is a quantum chemistry calculation of a 2-piece molecular cluster, C4H9O3S overall, from the OMol25 dataset.

## Properties
**E_LUMO**: 2.83 eV
**Charge**: -1
**ΔE to the lowest compared entry with this formula, charge and spin**: 17.9 kJ/mol
**Kohn-Sham gap**: 0.2813 Eh
**HOMO**: -4.8 eV

```
17
Properties=species:S:1:pos:R:3:forces:R:3
O -1.38948 2.04213 1.26534 -0.1211 -0.2002 -0.1616
C -1.63743 1.14205 0.44951 -0.8207 -0.2213 -0.6655
O -2.75050 0.90244 -0.15473 1.1308 0.1577 0.7539
C -0.48976 0.15806 0.08156 -0.3647 -0.3120 -1.3910
C 0.88927 0.63781 0.49622 0.3950 -0.2324 -0.4085
C 1.98230 -0.39658 0.15935 0.1103 0.4674 -0.5884
S 3.63640 0.22789 0.68497 0.4187 -0.7600 -0.4005
H -0.55962 -0.04888 -1.04958 0.2239 0.3056 1.6159
H -0.72291 -0.79725 0.56248 -0.0122 -0.0470 -0.0072
H 1.09020 1.56359 -0.06325 0.1089 -0.0844 0.4258
H 0.89285 0.83959 1.57132 0.0251 0.2005 -0.1875
H 1.84224 -1.31360 0.70801 -0.3127 -0.3647 0.0466
H 2.00266 -0.60190 -0.93387 -0.0224 0.0879 0.7413
H 4.39284 -0.88144 0.32420 -0.7003 0.8885 0.2701
H -3.41211 -1.80045 -1.21478 -1.2226 -1.6810 1.1094
H -2.83309 -0.44367 -1.12604 0.0869 0.1040 -0.5830
O -2.93387 -1.22978 -1.76070 1.0772 1.6914 -0.5697
```
Positions in Å, forces in eV/Å.


Record 3
The following is a quantum chemistry calculation of a 2-piece molecular cluster, C5H11NO overall, from the OMol25 dataset.

## Properties
**E_LUMO**: 0.93 eV
**SMILES string**: CC[C@@H](C)N=C=O.[H][H]
**ΔE to the lowest compared entry with this formula, charge and spin**: 185.4 kJ/mol
**Kohn-Sham gap**: 0.4104 Eh
**HOMO**: -10.2 eV

```
18
Properties=species:S:1:pos:R:3:forces:R:3
C 1.66259 0.17404 -1.19945 -0.0179 -0.0207 -0.0364
C 1.19869 0.20760 0.25749 0.1080 -0.0493 0.1203
C -0.09576 -0.56001 0.53441 0.4053 -0.2618 0.2601
C -0.45326 -0.59655 2.00806 0.0728 -0.0620 0.1485
N -1.20197 0.05370 -0.17603 0.2804 -0.6797 -0.4452
C -1.40047 -0.21404 -1.34220 -0.0095 -0.3711 -0.7675
O -1.64073 -0.41792 -2.46833 -0.0394 0.2255 0.7005
H 1.75577 -0.85615 -1.56608 -0.0185 0.1420 0.0799
H 0.97555 0.70506 -1.86902 0.0957 -0.0752 0.1559
H 2.64403 0.64977 -1.30237 -0.1744 -0.0728 0.0282
H 1.96630 -0.24124 0.89716 0.0224 0.0847 -0.0515
H 1.07207 1.24770 0.58780 -0.0186 -0.1832 -0.0213
H -0.00264 -1.57721 0.13753 0.2905 -0.0966 0.3141
H 0.33329 -1.11246 2.56361 -0.0915 0.0520 0.0540
H -0.55893 0.42127 2.40243 0.0479 -0.1612 -0.0919
H -1.40242 -1.11937 2.16438 0.1858 0.0595 -0.0320
H -2.27762 1.54387 -0.48592 -0.4991 0.6925 -0.0785
H -2.57450 1.69194 -1.14346 -0.6399 0.7773 -0.3372
```
Positions in Å, forces in eV/Å.


Record 4
The following is a quantum chemistry calculation of CH3I2P as an isolated structure, from the OMol25 dataset.

## Properties
**E_LUMO**: -0.67 eV
**ΔE to the lowest compared entry with this formula, charge and spin**: 295.8 kJ/mol
**Kohn-Sham gap**: 0.3085 Eh
**HOMO**: -9.1 eV

```
7
Properties=species:S:1:pos:R:3:forces:R:3
C -0.56788 -1.03972 0.46421 2.0651 -3.2985 -0.8779
P -0.06330 0.28435 -0.69149 1.5943 0.8476 -0.2717
I -2.28322 -1.89289 -0.77367 0.8521 0.1039 1.0027
I -1.10515 -0.41568 2.33637 -0.4022 0.1078 1.1622
H 0.38959 -1.98680 0.61853 -3.2584 3.0608 -0.8417
H 1.15351 0.74378 -0.00409 -0.8305 -0.3262 -0.2563
H -0.82595 1.39082 -0.20635 -0.0204 -0.4954 0.0828
```
Positions in Å, forces in eV/Å.


Record 5
The following is a quantum chemistry calculation of a 2-piece molecular cluster, C4H4F4O overall, from the OMol25 dataset.

## Properties
**E_LUMO (alpha / beta)**: 0.90 / -0.67 eV
**Spin multiplicity**: 3
**Kohn-Sham gap (alpha / beta)**: 0.2956 / 0.4574 Eh
**HOMO (alpha / beta)**: -7.1 / -13.1 eV

```
13
Properties=species:S:1:pos:R:3:forces:R:3
C -0.35814 2.23242 -1.44177 -3.9807 -3.2315 -2.5068
C 0.27832 -0.08833 1.01937 -3.6164 -1.2254 0.5670
C -0.80179 -0.18213 0.00028 1.2850 -1.2030 0.4643
C -2.09872 0.48202 0.19656 -1.1252 1.3523 0.1984
O 0.57628 2.62610 -0.95271 4.0044 2.6552 2.0036
F -0.75965 -1.26205 -0.80800 -0.5995 0.6791 0.0583
F -2.00015 1.81435 0.62333 0.5173 -1.5446 -0.0441
F -2.80577 0.57195 -0.92372 -0.2381 -0.5003 -0.4558
F -2.87899 -0.12273 1.12666 0.1770 0.0255 -0.1202
H -1.20130 2.56296 -2.09155 0.1895 1.0528 0.0331
H -0.12063 0.74709 1.53390 0.8462 1.3777 0.9790
H 1.20565 0.00349 0.57231 1.9950 0.2838 -0.4770
H 0.16028 -0.92235 1.75680 0.5455 0.2784 -0.6998
```
Positions in Å, forces in eV/Å.


Record 6
The following is a quantum chemistry calculation of one molecule with the formula C3HNS, from the OMol25 dataset.

## Properties
**E_LUMO (alpha / beta)**: -0.71 / -3.13 eV
**Spin multiplicity**: 3
**ΔE to the lowest compared entry with this formula, charge and spin**: 15.3 kJ/mol
**Kohn-Sham gap (alpha / beta)**: 0.2581 / 0.2345 Eh
**HOMO (alpha / beta)**: -7.7 / -9.5 eV

```
6
Properties=species:S:1:pos:R:3:forces:R:3
C -0.11760 0.18063 -0.74302 1.2913 0.1585 5.7986
C -0.05803 -0.50598 0.58355 -0.8257 -0.0244 -1.6424
C 0.88529 0.63162 0.77647 -0.4968 -1.0584 -0.6207
N 0.34796 1.35045 -0.24646 0.0364 2.6562 -1.1659
S -1.09912 -1.51241 1.32005 -0.1091 -0.5594 0.4523
H 0.04149 -0.14431 -1.69059 0.1039 -1.1725 -2.8219
```
Positions in Å, forces in eV/Å.